[1]
{
  "formula": "C44H32F14N3O7PPdS2",
  "method": "ωB97M-V with the def2-TZVPD basis set",
  "total_charge": -2,
  "lumo_ev": 3.777,
  "elements": ["Pd", "S", "S", "P", "F", "F", "F", "F", "F", "F", "F", "F", "F", "F", "F", "F", "F", "F", "O", "O", "O", "O", "O", "O", "O", "N", "N", "N", "C", "C", "C", "C", "C", "C", "C", "C", "C", "C", "C", "C", "C", "C", "C", "C", "C", "C", "C", "C", "C", "C", "C", "C", "C", "C", "C", "C", "C", "C", "C", "C", "C", "C", "C", "C", "C", "C", "C", "C", "C", "C", "C", "C", "H", "H", "H", "H", "H", "H", "H", "H", "H", "H", "H", "H", "H", "H", "H", "H", "H", "H", "H", "H", "H", "H", "H", "H", "H", "H", "H", "H", "H", "H", "H", "H"],
  "positions_angstrom": [[0.8050, 1.0535, 0.3268], [1.4964, 2.8121, -1.0255], [-2.1341, 2.7180, -0.0960], [2.9545, 0.5608, 0.3098], [5.6532, -5.0429, 2.8840], [3.5677, -5.5899, 2.9326], [6.0063, 3.3555, 5.6101], [4.7280, -5.9269, 1.1409], [6.1627, 1.4552, -5.6101], [5.6445, 5.1410, 4.4526], [2.9553, 5.1569, -1.8047], [0.4058, 3.6143, 1.8887], [2.1431, 7.9422, 1.8743], [5.6045, -0.6291, -5.7184], [4.1911, 0.8936, -6.3017], [3.2621, 7.5023, -0.5792], [7.4317, 3.9713, 4.1087], [0.7287, 5.9393, 3.0620], [1.0661, -2.8112, 1.4531], [-3.2924, 2.8827, 0.7627], [0.0478, -0.8194, -2.4818], [-1.5482, -1.2057, 2.6664], [0.1697, 0.1036, 2.0873], [-0.3642, -5.4753, -1.8680], [-1.3297, 3.8943, -0.3453], [-1.2374, 1.5081, 0.3323], [0.5272, -1.6822, -0.4594], [0.3075, -4.0673, -0.2360], [4.6270, 0.6568, -3.9833], [5.3617, 1.4582, 1.5657], [4.0221, -3.4074, 0.3038], [-2.8365, 2.2981, -1.6861], [3.2977, 2.3692, 2.3685], [3.9752, 1.5590, 1.4624], [3.9395, -2.6758, 2.5947], [3.6877, -2.1296, -0.1110], [3.6039, -1.4026, 2.1769], [2.3810, 5.3088, -0.5999], [0.0615, -1.7904, -1.7101], [5.1395, 0.6023, -5.3910], [-1.0370, -0.3303, 1.9794], [-4.5584, 2.5845, -3.3306], [5.3735, 3.0643, 3.3451], [-4.5447, 1.3023, -5.4988], [2.8941, 0.1767, -2.3933], [6.1101, 3.8802, 4.3670], [1.9884, 6.7582, 1.2595], [6.0616, 2.2139, 2.4907], [3.9875, 3.1265, 3.3017], [4.9553, 1.1685, -1.6608], [3.4827, -1.1128, 0.8194], [2.5538, 6.5303, 0.0193], [1.2629, 5.7423, 1.8487], [-3.9328, 1.6621, -4.1700], [-0.1708, -4.3338, -1.4712], [5.4200, 1.1704, -2.9668], [4.1540, -3.6770, 1.6575], [-2.1985, 1.3879, -2.5043], [-4.0205, 2.8994, -2.0948], [4.5147, -5.0490, 2.1418], [3.3591, 0.1674, -3.6969], [-2.7544, -3.1384, -1.1175], [-2.7520, 1.0731, -3.7421], [-2.0042, -2.9971, -2.4378], [0.1479, -3.3139, -3.7056], [0.6384, -2.7891, 0.3179], [-1.9100, 0.3484, 0.9088], [1.6464, 4.2576, -0.0436], [1.0930, 4.5259, 1.2109], [-0.4699, -3.1124, -2.3117], [3.6998, 0.6542, -1.3599], [1.6693, -3.4036, -3.6672], [-0.1635, -2.4765, -4.3307], [-2.6722, -4.1553, -0.7315], [-5.4545, 0.7122, -5.3655], [-3.8138, -2.9177, -1.2584], [3.4017, -0.6398, 2.9166], [2.7199, -0.2035, -4.4872], [6.3918, 1.5865, -3.1942], [-1.2778, 0.9113, -2.1907], [-0.2640, -4.2353, -4.1220], [4.1752, -4.1914, -0.4245], [-2.3758, -2.4629, -0.3534], [-2.1091, -0.4158, 0.1510], [-2.8584, 0.6159, 1.3775], [2.1020, -2.4979, -3.2420], [2.0859, -3.5340, -4.6679], [3.4452, 3.7576, 3.9935], [0.4633, -4.8406, 0.3944], [-2.2426, 0.3513, -4.3708], [-5.4831, 3.0541, -3.6496], [-2.3401, -3.7759, -3.1294], [5.9060, 0.7548, 0.9477], [1.8751, -0.1560, -2.1891], [-4.8140, 2.1957, -6.0652], [-3.8513, 0.7153, -6.1006], [1.9914, -4.2539, -3.0623], [4.0087, -2.8993, 3.6511], [7.1388, 2.1397, 2.5507], [-2.2101, -2.0281, -2.8981], [2.2174, 2.3754, 2.3558], [-4.5139, 3.5983, -1.4339], [3.5807, -1.9332, -1.1656], [5.5713, 1.6139, -0.8943]],
  "forces_ev_per_angstrom": [[-0.72, 1.06, 0.46], [0.12, -0.13, -0.15], [0.03, 0.31, -0.16], [0.38, -0.23, 0.07], [-0.04, 0.04, -0.03], [0.00, 0.05, -0.02], [-0.03, -0.01, -0.05], [-0.03, 0.07, -0.01], [-0.02, -0.01, 0.04], [-0.02, -0.07, -0.03], [0.00, 0.03, 0.04], [-0.08, -0.17, 0.04], [0.01, 0.00, 0.02], [-0.02, 0.04, 0.04], [0.00, -0.01, 0.05], [0.04, 0.03, -0.01], [-0.05, -0.02, -0.04], [-0.03, 0.02, 0.06], [-0.06, -0.07, -0.03], [0.05, -0.03, 0.00], [-0.21, -0.03, -0.02], [0.03, 0.01, 0.03], [0.42, -0.25, -0.19], [-0.03, 0.04, 0.03], [-0.11, -0.07, 0.10], [0.29, -0.20, 0.15], [-0.11, -0.24, -0.21], [-0.04, 0.01, 0.05], [0.05, 0.03, 0.00], [0.03, -0.12, -0.01], [0.05, -0.09, 0.11], [-0.02, 0.01, 0.11], [-0.06, 0.01, -0.06], [0.02, 0.02, 0.02], [0.02, -0.05, -0.01], [0.07, 0.14, 0.17], [-0.07, -0.03, -0.05], [0.02, 0.03, -0.04], [0.13, -0.09, -0.08], [0.01, -0.01, -0.03], [-0.35, 0.11, 0.01], [0.02, -0.01, 0.01], [-0.08, 0.05, 0.03], [0.01, 0.01, 0.03], [-0.07, -0.04, 0.04], [0.05, 0.02, 0.07], [0.00, -0.05, -0.08], [0.04, 0.02, -0.01], [0.11, 0.01, 0.02], [-0.02, 0.01, 0.01], [0.04, -0.22, 0.03], [-0.07, -0.02, 0.04], [0.08, 0.08, -0.01], [-0.03, 0.01, -0.03], [0.08, 0.02, 0.02], [-0.02, -0.02, -0.09], [0.01, 0.00, -0.03], [0.04, -0.08, -0.14], [-0.03, -0.04, -0.06], [0.05, -0.06, 0.02], [0.03, 0.00, 0.02], [-0.06, -0.01, -0.10], [0.06, 0.00, 0.06], [-0.04, -0.03, -0.01], [0.03, 0.00, 0.07], [0.09, -0.08, 0.02], [0.05, -0.12, 0.20], [-0.06, -0.08, -0.04], [0.07, 0.06, -0.10], [0.02, 0.01, -0.07], [0.04, 0.17, -0.03], [-0.03, -0.03, -0.02], [-0.02, 0.01, 0.02], [-0.01, -0.02, 0.03], [-0.01, -0.01, -0.01], [0.00, 0.01, 0.01], [-0.03, 0.02, 0.01], [-0.02, 0.00, -0.02], [0.01, 0.00, -0.01], [-0.01, 0.01, 0.03], [-0.03, 0.01, 0.01], [-0.01, -0.01, -0.02], [0.05, 0.08, 0.07], [-0.07, 0.01, -0.13], [0.06, 0.00, -0.03], [0.03, 0.05, 0.02], [-0.01, 0.00, -0.01], [-0.02, 0.02, 0.00], [0.00, -0.01, -0.02], [0.01, -0.01, -0.03], [-0.02, 0.01, -0.01], [0.02, 0.02, 0.00], [-0.02, 0.02, 0.01], [0.14, 0.06, -0.05], [-0.01, 0.01, -0.01], [0.00, -0.01, -0.01], [0.02, -0.02, 0.02], [0.00, 0.00, 0.02], [0.00, -0.01, 0.00], [-0.01, 0.01, 0.00], [-0.10, 0.05, -0.03], [-0.02, 0.02, 0.04], [-0.02, 0.01, -0.10], [0.00, 0.00, -0.02]]
}

---

[2]
{
  "formula": "C44H32F14N3O7PPdS2",
  "method": "ωB97M-V with the def2-TZVPD basis set",
  "total_charge": -2,
  "lumo_ev": 3.882,
  "elements": ["Pd", "S", "S", "P", "F", "F", "F", "F", "F", "F", "F", "F", "F", "F", "F", "F", "F", "F", "O", "O", "O", "O", "O", "O", "O", "N", "N", "N", "C", "C", "C", "C", "C", "C", "C", "C", "C", "C", "C", "C", "C", "C", "C", "C", "C", "C", "C", "C", "C", "C", "C", "C", "C", "C", "C", "C", "C", "C", "C", "C", "C", "C", "C", "C", "C", "C", "C", "C", "C", "C", "C", "C", "H", "H", "H", "H", "H", "H", "H", "H", "H", "H", "H", "H", "H", "H", "H", "H", "H", "H", "H", "H", "H", "H", "H", "H", "H", "H", "H", "H", "H", "H", "H", "H"],
  "positions_angstrom": [[0.7964, -0.1332, -0.3466], [-2.6611, -3.0949, 1.6385], [4.0121, -0.2839, -0.1302], [-1.4173, 0.4566, -0.4109], [-3.5246, -3.5452, -1.2204], [-7.6040, -4.2524, 2.2840], [-1.5810, 7.1609, -0.0691], [-5.9429, -4.2074, -2.1192], [-3.8470, -1.1556, -6.4146], [-7.0961, 0.1564, 3.1802], [-7.6212, -1.3581, 1.7360], [-0.1515, 6.8248, 1.5145], [-7.7926, 0.7213, 1.2154], [-5.2087, -3.5636, 3.2194], [-1.7533, -1.1081, -6.9222], [-8.0280, -4.5777, -0.3914], [-2.2698, 6.7116, 1.9219], [-2.9276, 0.7046, -7.0058], [0.7382, 1.0951, -1.9119], [3.7043, -1.4267, 0.6800], [5.1999, 0.4767, 0.2069], [0.5245, -4.6750, 3.6491], [0.3564, -3.0004, -0.5464], [1.7369, 2.7449, -3.0225], [1.3248, -0.1318, 2.8022], [0.8114, -1.5203, 1.1113], [2.7397, 0.6643, -0.2237], [0.4340, -3.8018, 1.5716], [-4.5628, 0.2763, 2.1597], [3.5039, -2.1553, -3.6751], [0.7155, -3.7313, 2.9050], [-4.2174, -3.5302, 1.0568], [4.7212, -1.9761, -4.3253], [-1.5320, -0.9244, -2.7574], [-2.3839, -0.1398, -4.8580], [4.9507, -2.5275, -5.7080], [1.3994, -2.4576, 3.3543], [-2.3603, 1.3286, -2.9649], [-2.7216, -0.4174, -6.2900], [-0.2111, 2.8186, 0.5020], [5.7262, -1.2661, -3.6745], [-6.5817, -4.0789, 1.4265], [-5.6107, -0.1582, 1.3609], [-1.8331, -1.1568, -4.0876], [4.2994, -0.9211, -1.7796], [-5.3784, -0.5545, 0.0522], [-1.3211, 4.9370, 0.6844], [-2.6439, 1.1032, -4.3027], [1.7373, 1.8968, -2.1469], [5.5209, -0.7392, -2.4082], [-5.7447, -4.0566, -0.7945], [-4.1023, -0.4656, -0.4831], [-1.8004, 0.3226, -2.1915], [2.9203, -2.8008, 3.4396], [-7.0164, -0.1718, 1.8796], [-5.3314, -3.7280, 1.8919], [0.5399, -2.7709, 0.6418], [-2.5343, 3.0196, -0.0808], [1.1792, -1.2724, 2.3965], [-4.4983, -3.7170, -0.3085], [-1.3203, 6.3981, 1.0137], [-6.8060, -4.2427, 0.0719], [-1.3806, 2.2384, 0.0262], [-0.5793, -1.7110, 4.7938], [2.9255, 1.7195, -1.2216], [-2.5057, 4.3639, 0.2348], [-3.2932, 0.3662, 1.6223], [3.4675, -3.7790, 2.4030], [3.2887, -1.6347, -2.4087], [-0.1791, 4.1692, 0.8285], [-3.0593, 0.0320, 0.2903], [0.9077, -2.0471, 4.7482], [-0.7824, -0.7992, 4.2299], [-3.4650, 2.5688, -0.4020], [3.0715, -3.2412, 4.4295], [1.4980, -1.1805, 5.0516], [1.1332, -2.8682, 5.4311], [0.6764, 2.2142, 0.6427], [3.3444, -3.4137, 1.3893], [5.0916, -1.7211, -6.4313], [3.8045, 1.5703, -1.8556], [0.0295, -4.6560, 1.2218], [-1.6272, -2.1238, -4.5283], [-3.0530, 1.8962, -4.9137], [2.9899, -4.7560, 2.5003], [-2.5404, 2.3083, -2.5442], [6.2903, -0.1785, -1.8927], [2.7106, -2.7082, -4.1653], [4.1023, -3.1272, -6.0369], [3.4679, -1.8577, 3.4049], [6.6817, -1.1201, -4.1682], [-6.1946, -0.9306, -0.5532], [-4.7384, 0.5422, 3.1926], [-0.9132, -1.5512, 5.8221], [3.0829, 2.6862, -0.7293], [-1.0814, -1.7065, -2.1527], [5.8432, -3.1561, -5.7377], [0.7355, 4.6116, 1.1980], [-1.1898, -2.5072, 4.3656], [-3.4002, 4.9672, 0.1432], [-2.4700, 0.6944, 2.2465], [-3.9327, -0.7724, -1.5056], [2.3395, -1.7893, -1.9083], [4.5397, -3.9127, 2.5673]],
  "forces_ev_per_angstrom": [[0.08, 0.57, 0.32], [-0.03, -0.08, 0.05], [0.25, 0.43, 0.07], [-0.26, -0.35, -0.32], [0.00, 0.01, -0.02], [-0.03, -0.01, 0.02], [-0.01, 0.04, -0.08], [0.00, 0.00, -0.01], [-0.06, -0.04, 0.00], [0.01, 0.02, 0.10], [-0.05, -0.11, -0.03], [0.08, 0.02, 0.03], [-0.05, 0.09, -0.05], [-0.01, 0.01, 0.02], [0.06, -0.04, -0.02], [-0.03, -0.01, -0.01], [-0.06, 0.01, 0.06], [0.00, 0.07, -0.03], [-0.08, 0.17, -0.27], [-0.03, -0.17, 0.23], [-0.03, -0.07, -0.20], [0.03, 0.06, -0.06], [0.08, -0.03, 0.12], [0.01, -0.10, 0.09], [0.11, 0.01, 0.02], [0.08, -0.17, -0.10], [0.17, -0.75, -0.43], [0.20, -0.06, -0.05], [0.00, -0.01, 0.02], [0.02, 0.01, -0.02], [-0.07, -0.03, 0.03], [-0.06, -0.04, -0.03], [0.01, 0.00, 0.00], [-0.04, 0.02, 0.02], [0.01, -0.03, 0.00], [-0.01, 0.00, 0.00], [0.04, 0.05, -0.02], [0.08, 0.00, -0.02], [0.00, 0.00, 0.03], [-0.04, 0.04, 0.02], [0.00, -0.01, -0.01], [-0.01, -0.02, -0.03], [0.02, -0.03, 0.01], [0.01, 0.00, -0.01], [-0.03, -0.09, 0.06], [0.00, 0.00, 0.01], [0.01, -0.01, 0.00], [-0.01, 0.01, -0.01], [-0.01, -0.03, 0.10], [-0.01, 0.07, 0.02], [-0.01, -0.01, 0.00], [-0.05, 0.09, 0.03], [-0.16, -0.01, -0.03], [-0.01, 0.03, 0.04], [0.05, 0.05, -0.01], [0.06, -0.01, -0.04], [-0.08, 0.15, 0.00], [0.02, 0.04, -0.02], [-0.16, 0.04, 0.01], [0.03, 0.00, 0.02], [0.00, -0.04, -0.01], [0.03, 0.02, 0.02], [-0.13, 0.03, -0.07], [0.00, 0.05, -0.02], [0.14, 0.48, 0.18], [-0.01, 0.01, 0.00], [0.08, -0.07, 0.00], [0.03, -0.03, 0.07], [0.02, 0.00, -0.02], [-0.01, -0.01, 0.01], [0.15, 0.07, 0.23], [-0.08, -0.02, -0.01], [0.00, 0.00, 0.01], [-0.01, 0.00, 0.01], [-0.01, 0.06, 0.02], [0.01, -0.02, 0.01], [-0.05, -0.04, -0.04], [0.02, -0.02, 0.01], [-0.05, -0.03, -0.01], [0.00, -0.01, 0.00], [-0.02, -0.01, -0.01], [-0.14, -0.02, -0.01], [-0.01, 0.00, 0.01], [0.00, -0.01, 0.01], [0.02, -0.01, 0.01], [0.00, 0.00, -0.01], [0.00, -0.02, -0.02], [0.00, 0.00, 0.01], [0.00, 0.00, 0.00], [0.01, -0.01, -0.04], [-0.01, 0.00, 0.00], [0.01, -0.01, 0.00], [0.01, -0.01, -0.01], [0.03, 0.01, -0.01], [0.03, -0.02, 0.00], [-0.01, -0.01, 0.00], [0.00, 0.00, -0.01], [-0.01, 0.00, 0.00], [-0.02, -0.04, 0.01], [0.00, -0.01, 0.00], [-0.02, 0.04, 0.00], [-0.02, -0.01, 0.01], [-0.04, -0.05, 0.02], [-0.02, 0.01, 0.00]]
}